A 2-piece molecular cluster, C4H11NO overall in a non-equilibrium geometry. Source: the Open Molecules 2025 dataset; level of theory: wB97M-V/def2-TZVPD.

Each line ends with the Löwdin charge.
CARTESIAN COORDINATES (ANGSTROEM)
C -0.37 -1.58 1.30  -0.349
H -2.32 -0.95 0.63  0.072
H 2.31 2.15 -0.90  0.076
H -0.19 0.50 0.99  0.104
H -2.09 -2.71 0.64  0.068
C -1.61 -1.75 0.43  -0.095
C 0.26 1.54 -1.02  -0.298
H 0.32 -2.42 1.14  0.110
H -0.66 -1.60 2.37  0.106
H 2.03 0.42 -1.08  0.081
C 1.69 1.41 -1.40  -0.072
H -0.43 0.88 -1.55  0.103
H -1.34 -1.73 -0.62  0.067
H 1.82 1.47 -2.48  0.072
H 0.44 2.69 0.51  0.062
O 0.36 -0.41 1.01  -0.157
N -0.21 2.08 0.02  0.052

Frontier orbital gap, eV: 10.8
SMILES: [H]/N=C\C.CCO
E, hartree: -288.9552
LUMO, eV: 1.054
Multiplicity: 1

***

One molecule with the formula C5H10O2 in a non-equilibrium geometry. Source: the Open Molecules 2025 dataset; level of theory: wB97M-V/def2-TZVPD.

Each line ends with the Löwdin charge.
CARTESIAN COORDINATES (ANGSTROEM)
H 0.95 -1.22 0.08  0.116
O 0.51 -0.67 -2.59  -0.079
H 1.53 0.88 -2.07  0.108
C -0.10 -0.32 1.69  -0.189
C -1.65 -0.51 1.52  -0.162
H 0.92 -1.22 -1.88  0.079
C 0.49 0.61 -1.98  -0.277
C 0.06 0.72 -0.52  -0.171
H 0.12 1.77 -0.28  0.112
H 0.02 -0.96 2.62  0.132
C 0.78 -0.19 0.50  -0.218
H 1.83 0.06 0.70  0.119
H -2.08 -0.40 0.50  0.105
H -1.08 0.48 -0.44  0.106
O -2.26 -0.91 2.59  -0.033
H -0.04 0.65 2.28  0.142
H 0.01 1.22 -2.71  0.109

Frontier orbital gap, eV: 10.4
SMILES: O=CCCCCO
E, hartree: -346.9128
LUMO, eV: 0.468
Multiplicity: 1

***

One molecule with the formula C25H29N3O4S. Source: the Open Molecules 2025 dataset; level of theory: wB97M-V/def2-TZVPD.

Each line ends with the Löwdin charge.
CARTESIAN COORDINATES (ANGSTROEM)
C 3.74 -1.74 0.28  -0.135
H -4.23 0.30 1.53  0.085
C -0.24 2.56 -0.45  -0.257
N -4.19 -1.43 0.37  -0.109
H 1.00 4.66 1.89  0.104
H 6.45 1.05 2.19  0.087
O 0.86 1.20 -2.03  -0.091
S -2.69 1.39 -0.03  0.692
C 0.99 3.96 1.07  -0.079
H 2.69 0.22 -1.94  0.086
H 3.47 0.03 1.48  0.117
H -5.46 -3.72 -1.78  0.073
H -0.18 0.67 0.71  0.109
H 1.73 -0.39 0.68  0.116
H -6.85 -0.56 0.21  0.065
H -5.75 0.69 -0.39  0.053
H -5.22 -1.98 -2.03  0.079
C -6.10 0.17 0.50  -0.070
H 4.35 -3.42 -0.89  0.117
O -3.75 1.26 -0.98  -0.274
H 7.32 -0.41 -0.25  0.113
H -1.15 3.77 1.03  0.106
C 0.98 2.13 -1.03  -0.232
H -4.55 -3.50 0.55  0.112
O -2.89 2.21 1.12  -0.278
C 4.14 -0.54 0.85  -0.004
C 5.43 -0.05 0.67  -0.272
H -3.83 -3.04 -1.82  0.066
C -2.82 -1.43 0.34  -0.204
H -5.96 -2.48 0.29  0.108
C -2.06 -2.62 0.27  0.002
N 1.41 -1.34 0.61  0.144
H 3.12 3.92 0.87  0.099
N -1.44 2.06 -0.95  -0.040
C 0.02 -1.45 0.54  -0.202
C -0.21 3.47 0.59  -0.015
O 2.12 -3.48 0.25  0.079
H -2.56 -3.56 0.16  0.102
H 1.70 0.02 -3.40  0.100
C -4.91 -0.48 1.20  -0.213
C 2.36 -2.30 0.39  -0.418
H 6.46 1.82 0.61  0.081
H -0.15 -3.57 0.26  0.106
C 6.32 -0.79 -0.10  -0.042
C 5.85 1.24 1.30  -0.046
C 2.18 3.54 0.50  -0.091
C -2.07 -0.24 0.40  -0.178
C -0.70 -0.27 0.57  -0.008
H 6.65 -2.57 -1.23  0.106
C -4.85 -2.86 -1.50  -0.063
C 2.03 0.73 -2.65  -0.067
C -4.92 -2.62 0.00  -0.223
C -0.69 -2.64 0.34  0.014
H 4.98 1.84 1.59  0.066
H 2.58 1.54 -3.14  0.101
H -6.55 0.89 1.17  0.079
H -5.27 -1.01 2.10  0.128
H -1.34 1.55 -1.81  0.121
C 4.66 -2.48 -0.46  -0.019
C 5.95 -2.00 -0.65  -0.064
C 2.18 2.63 -0.55  -0.028
H 3.12 2.31 -0.97  0.104

Frontier orbital gap, eV: 7.9
SMILES: CCN(CC)c1ccc(NC(=O)c2cccc(C)c2)cc1S(=O)(=O)Nc1ccccc1OC
E, hartree: -1833.4659
LUMO, eV: 0.448
Multiplicity: 1

***

HOMO energy
In order: -9.8 -10.0 -7.5
Unit: eV